{"formula": "C76H130N13O4", "method": "wB97M-V/def2-TZVPD", "species": ["C", "C", "C", "N", "C", "C", "C", "C", "C", "H", "H", "H", "H", "H", "H", "H", "H", "H", "H", "H", "H", "H", "H", "H", "H", "H", "H", "C", "C", "C", "C", "C", "C", "N", "O", "C", "C", "C", "H", "H", "H", "H", "H", "H", "H", "H", "H", "H", "H", "H", "H", "H", "H", "H", "H", "H", "C", "C", "C", "C", "C", "C", "N", "O", "C", "C", "C", "H", "H", "H", "H", "H", "H", "H", "H", "H", "H", "H", "H", "H", "H", "H", "H", "H", "H", "C", "C", "C", "C", "C", "C", "N", "O", "C", "C", "C", "H", "H", "H", "H", "H", "H", "H", "H", "H", "H", "H", "H", "H", "H", "H", "H", "H", "H", "C", "C", "C", "C", "C", "C", "N", "O", "C", "C", "C", "H", "H", "H", "H", "H", "H", "H", "H", "H", "H", "H", "H", "H", "H", "H", "H", "H", "H", "N", "C", "C", "C", "C", "H", "H", "H", "H", "H", "N", "C", "C", "C", "C", "H", "H", "H", "H", "H", "N", "C", "C", "C", "C", "H", "H", "H", "H", "H", "N", "C", "C", "C", "C", "H", "H", "H", "H", "H", "N", "C", "C", "C", "C", "H", "H", "H", "H", "H", "N", "C", "C", "C", "C", "H", "H", "H", "H", "H", "N", "C", "C", "C", "C", "H", "H", "H", "H", "H", "N", "C", "C", "C", "C", "H", "H", "H", "H", "H"], "xyz": [[-1.153, -1.172, 2.462], [-0.221, -0.713, 1.304], [-0.172, 0.772, 1.215], [0.442, 1.353, -0.084], [-0.570, 1.340, -1.247], [0.938, 2.789, 0.101], [2.320, 2.858, -0.579], [2.491, 1.565, -1.304], [1.777, 0.606, -0.494], [-0.719, -0.926, 3.431], [-1.216, -2.260, 2.445], [-2.129, -0.701, 2.347], [-0.538, -1.088, 0.331], [0.790, -1.090, 1.461], [0.390, 1.185, 2.052], [-1.143, 1.266, 1.224], [-0.008, 1.602, -2.143], [-1.488, 1.874, -0.999], [-0.812, 0.280, -1.324], [0.140, 3.446, -0.242], [1.159, 3.148, 1.106], [2.393, 3.672, -1.301], [3.064, 3.049, 0.194], [2.104, 1.739, -2.308], [3.558, 1.367, -1.407], [1.695, -0.336, -1.037], [2.339, 0.386, 0.413], [-0.377, -0.210, -6.648], [-0.884, -1.217, -5.592], [-1.671, -2.284, -6.398], [-1.907, -3.549, -5.598], [-0.564, -4.136, -5.019], [0.271, -3.034, -4.206], [0.300, -1.726, -4.878], [0.936, -0.707, -4.119], [-0.189, -3.072, -2.736], [1.675, -3.674, -4.337], [-2.005, -0.595, -4.639], [0.439, -0.458, -7.326], [-0.062, 0.644, -6.048], [-1.192, 0.171, -7.264], [-2.663, -1.892, -6.621], [-1.177, -2.523, -7.340], [-2.347, -4.333, -6.215], [-2.629, -3.434, -4.789], [-0.047, -4.658, -5.824], [-0.977, -4.954, -4.429], [0.419, -2.404, -2.126], [-1.220, -2.739, -2.616], [-0.116, -4.088, -2.349], [1.753, -4.697, -3.968], [2.042, -3.670, -5.363], [2.389, -3.092, -3.754], [-2.322, -1.451, -4.042], [-2.870, -0.319, -5.241], [-1.674, 0.252, -4.038], [7.345, 1.445, -6.625], [6.167, 2.416, -7.018], [5.759, 2.023, -8.443], [4.449, 2.533, -8.988], [3.358, 2.196, -7.995], [3.643, 2.689, -6.535], [4.985, 2.199, -6.107], [5.326, 2.381, -4.722], [3.336, 4.185, -6.446], [2.577, 1.972, -5.674], [6.690, 3.894, -7.105], [6.939, 0.435, -6.577], [7.812, 1.536, -5.645], [8.113, 1.493, -7.397], [6.517, 2.317, -9.168], [5.698, 0.935, -8.417], [4.223, 2.122, -9.972], [4.510, 3.599, -9.208], [3.137, 1.130, -7.942], [2.404, 2.595, -8.343], [3.305, 4.556, -5.421], [4.155, 4.765, -6.872], [2.341, 4.380, -6.846], [1.611, 2.260, -6.089], [2.518, 0.890, -5.788], [2.518, 2.374, -4.663], [7.728, 3.967, -7.430], [6.562, 4.333, -6.115], [6.119, 4.513, -7.797], [-5.721, 2.792, 0.190], [-5.008, 1.943, 1.240], [-5.897, 1.757, 2.556], [-7.034, 0.730, 2.357], [-6.493, -0.666, 1.997], [-5.616, -0.576, 0.746], [-4.595, 0.549, 0.831], [-3.666, 0.528, -0.312], [-4.954, -1.961, 0.829], [-6.610, -0.507, -0.422], [-3.781, 2.762, 1.834], [-5.711, 3.857, 0.422], [-6.746, 2.480, -0.010], [-5.189, 2.759, -0.761], [-5.249, 1.397, 3.356], [-6.321, 2.731, 2.804], [-7.606, 0.930, 1.450], [-7.635, 0.674, 3.265], [-7.295, -1.403, 2.016], [-5.894, -0.897, 2.878], [-4.496, -2.167, 1.796], [-5.706, -2.725, 0.632], [-4.140, -2.051, 0.110], [-6.855, 0.522, -0.683], [-6.282, -1.034, -1.318], [-7.549, -0.999, -0.169], [-3.169, 2.255, 2.579], [-4.107, 3.672, 2.337], [-3.065, 2.951, 1.034], [-6.755, -3.459, 5.098], [-5.627, -4.330, 5.629], [-6.050, -5.774, 5.579], [-5.082, -6.814, 6.015], [-3.864, -6.662, 5.013], [-3.240, -5.191, 4.911], [-4.329, -4.180, 4.810], [-3.928, -2.850, 4.538], [-2.390, -5.026, 6.145], [-2.288, -5.226, 3.683], [-5.432, -3.860, 7.064], [-6.517, -2.403, 5.221], [-7.728, -3.690, 5.533], [-6.938, -3.564, 4.028], [-6.910, -6.002, 6.209], [-6.412, -5.973, 4.570], [-5.472, -7.798, 5.752], [-4.859, -6.588, 7.058], [-4.234, -6.807, 3.998], [-3.070, -7.392, 5.165], [-2.865, -5.381, 7.059], [-1.550, -5.717, 6.070], [-2.110, -4.031, 6.494], [-1.514, -5.992, 3.639], [-2.857, -5.527, 2.803], [-1.811, -4.284, 3.410], [-5.077, -2.833, 6.983], [-4.607, -4.408, 7.520], [-6.323, -3.989, 7.680], [1.284, 5.163, 4.110], [0.341, 5.749, 3.290], [-0.572, 4.736, 3.125], [-0.188, 3.583, 3.847], [0.946, 3.880, 4.558], [2.166, 5.615, 4.304], [0.489, 6.722, 2.845], [-1.410, 4.748, 2.444], [-0.722, 2.646, 3.899], [1.526, 3.297, 5.258], [5.298, -0.579, -3.409], [6.531, -1.193, -3.364], [6.257, -2.434, -2.806], [4.888, -2.621, -2.584], [4.343, -1.384, -2.879], [5.139, 0.346, -3.783], [7.395, -0.630, -3.684], [7.098, -3.049, -2.522], [4.289, -3.410, -2.154], [3.322, -1.031, -2.886], [1.545, -0.468, 7.691], [1.823, -1.779, 8.068], [0.973, -2.613, 7.404], [0.126, -1.889, 6.601], [0.515, -0.523, 6.762], [1.984, 0.362, 8.065], [2.450, -1.973, 8.925], [1.024, -3.691, 7.436], [-0.643, -2.320, 5.976], [0.021, 0.401, 6.500], [6.483, 5.077, -1.236], [7.633, 4.674, -1.856], [7.687, 3.305, -1.795], [6.531, 2.860, -1.171], [5.885, 3.960, -0.696], [6.286, 6.011, -0.905], [8.381, 5.377, -2.194], [8.510, 2.741, -2.208], [6.227, 1.832, -1.039], [5.020, 4.118, -0.070], [-1.973, 5.882, -0.955], [-2.679, 4.749, -1.305], [-2.122, 4.250, -2.507], [-1.084, 5.071, -2.841], [-0.988, 6.048, -1.894], [-2.177, 6.522, -0.200], [-3.492, 4.341, -0.722], [-2.528, 3.395, -3.028], [-0.487, 5.011, -3.739], [-0.320, 6.889, -1.777], [2.696, -3.864, 1.917], [3.110, -3.570, 0.651], [2.041, -3.760, -0.217], [0.911, -4.088, 0.530], [1.319, -4.128, 1.871], [3.300, -3.910, 2.725], [4.129, -3.333, 0.384], [2.127, -3.748, -1.294], [-0.116, -4.207, 0.217], [0.768, -4.345, 2.774], [4.670, 0.293, 2.381], [3.462, -0.174, 2.849], [2.805, 0.919, 3.387], [3.551, 2.113, 3.061], [4.792, 1.690, 2.551], [5.376, -0.316, 1.992], [3.250, -1.229, 2.766], [1.875, 0.892, 3.935], [3.286, 3.142, 3.255], [5.712, 2.211, 2.330], [-2.546, 0.120, 6.450], [-2.552, 0.984, 5.388], [-2.365, 2.291, 5.891], [-2.181, 2.193, 7.263], [-2.324, 0.899, 7.555], [-2.801, -0.851, 6.345], [-2.820, 0.577, 4.424], [-2.521, 3.147, 5.250], [-2.147, 3.024, 7.952], [-2.223, 0.406, 8.511]], "atomic_forces_ev_per_a": [[0.787, 0.057, -0.792], [-0.209, -0.418, 0.036], [0.094, 1.685, -0.445], [1.051, -0.454, 0.322], [1.174, -1.644, 1.033], [0.239, 0.555, -0.022], [-0.496, 1.581, -0.154], [1.474, 1.683, -1.154], [-1.049, -1.209, 0.636], [-0.025, 0.278, 0.048], [-0.311, 0.066, -0.098], [-0.120, -0.223, 0.122], [-0.290, -0.412, 0.088], [0.048, -0.146, 0.040], [0.219, 0.104, -0.171], [-0.309, -0.328, 0.157], [-0.481, 0.453, 0.068], [0.435, 0.348, -0.089], [-0.256, 0.011, -0.263], [0.199, 0.000, -0.492], [-0.723, -1.044, 0.570], [-0.079, 0.221, 0.178], [0.069, -0.315, -0.060], [-0.132, -0.652, -0.135], [-0.054, -0.419, -0.049], [-1.056, -0.125, 0.217], [-0.291, 0.203, 0.326], [-0.404, 1.423, 1.139], [-1.228, 0.698, -1.700], [0.091, -0.796, 0.797], [1.106, -0.909, 0.061], [-2.447, 1.503, -0.437], [0.541, -3.690, -0.897], [0.607, 3.061, 3.261], [-1.940, -3.596, -2.559], [-0.032, 0.849, -0.331], [0.832, 1.097, 0.734], [1.223, -0.808, -0.658], [-0.002, -0.692, 0.353], [0.326, 0.249, -0.267], [-0.239, -0.259, 0.030], [0.234, 0.392, -0.308], [0.151, 0.001, 0.017], [-0.055, 0.048, -0.239], [0.055, 0.370, 0.132], [0.512, 0.592, -0.049], [0.786, 0.099, 0.842], [0.106, -0.046, -0.013], [-0.132, -0.059, -0.109], [0.102, 0.051, -0.117], [-0.489, -0.025, 0.048], [-0.225, 0.086, -0.058], [0.160, 0.062, -0.028], [-0.103, 0.407, 0.470], [0.195, 0.209, -0.066], [0.114, -0.193, 0.042], [-1.018, -0.026, 0.187], [1.071, 0.266, -0.479], [0.047, -0.947, -0.460], [-0.278, 0.232, 0.376], [-0.177, 0.270, 0.275], [-1.574, -1.396, 0.023], [2.045, 2.111, 3.759], [-1.584, -0.831, -4.999], [1.143, 0.285, 0.783], [-0.677, 0.652, -0.483], [-0.847, -0.247, 0.984], [-0.061, -0.167, -0.382], [-0.164, 0.842, -0.013], [-0.069, 0.002, 0.014], [0.477, -0.169, 0.341], [0.065, -0.236, -0.359], [0.134, -0.411, 0.061], [-0.123, 0.295, 0.399], [0.553, -0.298, -0.124], [-0.077, 0.397, 0.280], [0.033, -0.371, 0.321], [-0.455, 0.179, -0.580], [0.319, 0.067, -0.435], [-0.150, 0.290, -0.233], [0.679, -0.068, 0.558], [0.488, -0.537, 0.196], [0.002, -0.356, 0.190], [0.374, 0.185, 0.052], [-0.184, -0.180, -0.072], [0.304, -0.264, -0.760], [0.379, 0.224, 3.110], [-0.461, -0.934, -1.709], [0.295, -0.388, -0.715], [0.684, 2.445, 2.549], [-0.565, -1.699, 0.995], [2.060, 0.200, -4.615], [-3.466, 0.127, 4.539], [1.246, 0.251, -0.959], [0.222, 0.310, -0.787], [0.219, -0.957, -1.135], [-0.147, -0.092, 0.564], [0.019, 0.051, 0.186], [0.097, -0.358, -0.109], [0.049, 0.169, 0.118], [0.155, 0.021, 0.115], [-0.691, 0.949, 0.434], [-0.316, 0.136, -0.249], [0.163, -0.023, -0.765], [0.479, -0.515, -0.068], [-0.208, 0.209, 0.169], [0.018, 0.045, -0.044], [-0.115, -0.124, -0.333], [0.063, -0.122, -0.135], [0.432, 0.256, -0.059], [0.054, 0.036, 0.308], [-0.405, -0.625, 0.134], [-0.221, 0.103, -0.433], [-0.066, 0.511, -0.159], [0.083, 0.549, -1.365], [0.001, 0.135, 0.164], [-1.565, -0.749, -0.432], [2.243, 0.681, -2.222], [-0.409, 1.377, 0.220], [0.567, -1.595, 0.238], [0.556, 4.103, -0.351], [-1.348, -4.799, 1.059], [0.117, -0.147, 1.792], [-0.960, 0.348, -1.183], [1.545, -0.099, -0.095], [-0.090, -0.019, 0.259], [0.284, -0.061, 0.523], [0.312, -0.298, -0.238], [-0.466, 0.938, 0.093], [0.120, -0.161, -0.264], [-0.163, -0.083, 0.926], [0.356, -0.850, 0.035], [-0.360, -0.473, 0.024], [0.124, 0.199, 0.170], [-0.541, -0.311, -0.093], [0.370, 0.444, -0.167], [0.390, 0.235, -0.881], [0.039, -0.090, 1.092], [-0.427, 0.321, -0.186], [-0.150, 0.190, 0.435], [-0.364, 0.199, 0.428], [-0.159, -0.058, 0.254], [-0.018, 0.235, -0.225], [1.188, 0.569, 1.215], [0.605, -2.166, 0.540], [-0.931, 0.077, -1.249], [-0.158, -0.251, 0.522], [-0.141, 1.379, -1.716], [-0.240, -0.073, 0.333], [-0.109, -0.154, 0.150], [-0.160, 0.181, 0.116], [-0.025, 0.169, 0.022], [0.113, 0.271, -0.160], [0.388, 0.413, 0.090], [-1.912, -0.123, 0.522], [2.611, -0.339, -0.266], [-0.633, 1.601, 0.552], [-0.640, 0.025, -0.873], [-0.054, 0.102, -0.004], [0.114, -0.461, 0.138], [-0.291, -0.561, -0.147], [0.523, -0.233, -0.036], [-0.103, -0.180, -0.005], [-0.950, -1.787, -0.693], [0.232, 1.158, 0.769], [1.056, -1.458, 0.610], [0.172, 3.015, -0.631], [-0.441, -0.926, 0.552], [-0.228, -0.236, -0.155], [0.302, -0.055, -0.358], [-0.105, 0.014, 0.281], [-0.004, 0.376, -0.115], [0.110, -0.118, -0.409], [0.417, -0.201, 0.914], [0.421, 0.150, 0.122], [1.179, 0.740, -1.374], [-0.541, -0.944, 1.180], [-1.156, 0.904, -0.426], [0.142, -0.183, -0.252], [-0.223, -0.021, -0.136], [-0.239, -0.180, -0.026], [0.065, 0.037, 0.178], [-0.076, -0.347, -0.182], [-0.076, -1.171, -0.684], [0.347, -0.399, -0.989], [-2.499, -0.591, 2.300], [1.566, 0.944, -0.993], [0.284, 1.254, 0.750], [0.078, -0.299, -0.153], [0.060, 0.303, -0.027], [0.165, 0.025, -0.036], [0.122, 0.001, 0.141], [0.034, -0.097, -0.286], [-1.422, 0.280, -0.362], [-0.255, -0.621, -0.890], [1.267, 0.387, -0.272], [-0.050, 0.049, 2.233], [0.680, -0.122, -0.606], [-0.332, 0.058, -0.106], [-0.003, -0.083, 0.244], [-0.049, 0.277, 0.086], [0.133, -0.143, -0.125], [0.070, 0.014, -0.085], [0.319, 1.032, 0.033], [0.855, 1.146, 0.383], [-0.280, 0.319, -0.923], [1.590, -1.235, 0.300], [-2.002, -1.478, -0.052], [-0.042, 0.296, 0.054], [-0.210, 0.138, 0.248], [-0.103, -0.025, -0.199], [-0.018, -0.158, 0.208], [-0.197, -0.058, -0.224], [0.104, 1.538, -0.477], [-0.357, 0.948, 0.318], [-0.730, -1.434, -2.730], [-0.453, 1.456, 0.023], [0.017, -3.158, 2.167], [0.282, 0.116, 0.483], [0.117, 0.357, -0.140], [0.376, 0.167, 0.304], [0.321, -0.221, 0.063], [-0.095, 0.088, 0.049]], "spin_multiplicity": 5, "gap_ha": [0.3008, 0.2538], "total_energy_ev": -108463.365, "charge": 1, "largest_force_ev_per_a": 5.71}